(1)
{"formula": "C39H32IrN3O5PSSe", "method": "ωB97M-V/def2-TZVPD", "multiplicity": 2, "charge": 0, "lumo_energy_ev": [-0.233, -1.746], "orbital_gap_ev": [7.4, 5.9], "homo_ev": [-7.64, -7.63], "species": ["Ir", "O", "C", "C", "C", "C", "C", "C", "C", "N", "C", "C", "N", "C", "C", "C", "C", "C", "C", "C", "O", "H", "H", "H", "H", "H", "H", "H", "H", "H", "H", "H", "H", "H", "H", "O", "S", "O", "O", "C", "C", "C", "C", "C", "C", "P", "C", "C", "C", "C", "C", "C", "C", "C", "C", "C", "C", "C", "H", "H", "H", "H", "H", "H", "H", "H", "H", "H", "H", "H", "H", "H", "Se", "C", "C", "C", "N", "C", "C", "H", "H", "H", "H"], "xyz": [[0.536902, -0.450148, 1.237838], [2.130996, 0.563261, 1.940186], [3.338459, 0.042558, 1.988607], [4.446957, 0.864615, 1.751373], [5.727656, 0.360894, 1.848893], [5.960421, -0.969021, 2.204708], [4.880134, -1.788069, 2.447561], [3.568761, -1.310542, 2.342586], [2.493478, -2.249847, 2.565289], [1.233962, -2.029803, 2.439159], [0.294203, -3.110181, 2.736432], [-0.790312, -3.084377, 1.654147], [-1.192147, -1.695034, 1.597897], [-2.420091, -1.350091, 1.533297], [-2.830162, -0.010446, 1.857542], [-4.191710, 0.322724, 1.808054], [-4.655135, 1.521039, 2.293470], [-3.734472, 2.402360, 2.876194], [-2.392624, 2.108961, 2.929193], [-1.881164, 0.906755, 2.384120], [-0.585513, 0.755600, 2.413108], [4.256942, 1.893643, 1.473646], [6.568228, 1.009854, 1.634121], [6.968857, -1.350789, 2.278903], [5.035002, -2.827470, 2.715565], [2.797155, -3.253542, 2.866578], [-0.141684, -2.930751, 3.721869], [0.794577, -4.080788, 2.750086], [-1.616004, -3.751822, 1.915730], [-0.376007, -3.383938, 0.689676], [-3.193283, -2.107834, 1.382719], [-4.880441, -0.397721, 1.379810], [-5.706993, 1.767393, 2.255315], [-4.084327, 3.337367, 3.297224], [-1.686448, 2.793404, 3.381527], [3.974669, -2.093526, -1.143225], [2.581182, -1.767950, -1.242906], [1.735503, -2.796347, -1.807259], [2.070886, -1.196786, 0.025095], [2.444717, -0.340133, -2.289778], [3.263932, -0.342593, -3.416179], [3.209049, 0.693438, -4.325935], [2.322501, 1.741392, -4.116020], [1.522476, 1.750516, -2.990941], [1.569413, 0.719235, -2.039894], [0.446555, 1.008068, -0.598971], [-1.154754, 1.303505, -1.474495], [-1.362674, 0.911862, -2.798903], [-2.599688, 1.076102, -3.404994], [-3.661689, 1.613564, -2.694640], [-3.476305, 1.988847, -1.372744], [-2.237534, 1.829366, -0.769920], [0.993320, 2.674479, -0.036097], [0.266130, 3.339587, 0.947363], [0.702741, 4.547639, 1.464872], [1.890384, 5.109764, 1.023264], [2.636033, 4.449037, 0.060064], [2.195926, 3.239909, -0.459489], [3.944103, -1.172424, -3.554406], [3.853221, 0.687624, -5.195467], [2.257893, 2.556788, -4.824566], [0.845789, 2.581377, -2.837423], [-0.565562, 0.457689, -3.368493], [-2.728755, 0.774921, -4.436953], [-4.630726, 1.727020, -3.164045], [-4.293720, 2.403336, -0.797361], [-2.134069, 2.125582, 0.260858], [-0.637468, 2.908647, 1.341383], [0.116335, 5.041769, 2.229270], [2.240964, 6.045395, 1.439412], [3.570586, 4.868653, -0.289931], [2.816990, 2.738603, -1.187405], [-0.938919, -2.219385, -1.694593], [-2.555043, -3.206625, -1.694932], [-2.623272, -4.486624, -1.148850], [-3.830687, -5.167440, -1.191296], [-4.948811, -4.667291, -1.711118], [-4.877382, -3.438665, -2.221598], [-3.720998, -2.676289, -2.246782], [-1.747648, -4.957520, -0.721114], [-3.901619, -6.169548, -0.781596], [-5.793832, -3.047339, -2.650502], [-3.724315, -1.685442, -2.683188]], "forces_ev_per_angstrom": [[0.5626, 0.2654, 0.4852], [0.2594, 0.7294, -0.7311], [-0.2690, -0.2258, 0.2984], [0.0436, -0.0147, 0.0126], [-0.0054, 0.0143, 0.0150], [-0.0235, -0.0185, 0.0169], [0.0331, 0.0150, -0.0062], [-0.1016, -0.0637, -0.0790], [0.0555, 0.2704, 0.1841], [0.0473, -0.1289, 0.3464], [-0.0750, -0.1021, -0.2341], [0.1624, -0.0386, 0.4489], [0.1776, -0.3528, -2.0508], [-0.0148, 0.2677, 0.6000], [0.1204, -0.0261, -0.3620], [-0.0193, 0.0327, 0.0009], [0.0016, -0.0284, -0.0255], [0.0082, 0.0372, -0.0016], [-0.0801, -0.0427, 0.0782], [0.0536, 0.0557, 0.0667], [-0.0864, -0.2747, 0.3727], [0.0116, 0.0022, 0.0143], [0.0015, 0.0069, 0.0235], [-0.0008, -0.0036, -0.0173], [0.0082, -0.0022, -0.0155], [0.0216, 0.0266, 0.1032], [-0.1004, 0.0280, -0.0496], [0.0856, 0.0358, 0.0361], [-0.0610, 0.0718, -0.0026], [0.0993, 0.0353, 0.0210], [-0.0047, -0.0466, 0.2030], [-0.0038, -0.0156, 0.0280], [0.0032, -0.0001, -0.0048], [0.0027, 0.0065, -0.0160], [0.0038, -0.0158, 0.0192], [-0.0204, 0.0579, 0.0642], [-0.0017, 0.1919, -0.1741], [0.0200, 0.0061, 0.0659], [-0.2090, -0.8318, 0.3242], [-0.0029, 0.0012, -0.1346], [-0.0790, -0.0251, -0.0028], [0.0176, 0.0055, -0.0316], [-0.0067, 0.0140, -0.0037], [0.0188, -0.0363, 0.0079], [-0.0686, -0.0315, 0.0168], [-0.4945, 0.3954, 0.3271], [-0.0281, -0.2013, 0.0645], [0.0097, -0.0430, 0.0211], [-0.0206, -0.0049, -0.0063], [-0.0150, -0.0296, -0.0040], [0.0258, 0.0099, 0.0060], [0.0314, 0.1091, -0.0506], [0.2521, -0.0654, -0.0783], [-0.0742, -0.0182, -0.0399], [-0.0080, 0.0127, 0.0025], [0.0170, -0.0181, -0.0048], [-0.0105, 0.0091, 0.0139], [0.0497, -0.0317, 0.0518], [0.0096, 0.0092, 0.0032], [-0.0074, -0.0097, -0.0018], [0.0065, 0.0037, 0.0073], [0.0169, 0.0131, 0.0035], [-0.0087, 0.0170, -0.0094], [-0.0028, -0.0242, 0.0099], [0.0113, 0.0338, -0.0092], [-0.0016, -0.0062, 0.0015], [-0.0010, 0.0341, 0.0277], [-0.0253, -0.0019, 0.0225], [0.0003, -0.0030, -0.0028], [-0.0141, 0.0111, -0.0187], [0.0100, -0.0111, 0.0160], [0.0041, -0.0149, 0.0284], [-0.2529, -0.0884, -0.3004], [-0.0776, 0.0164, -0.0481], [0.0124, -0.0024, -0.0152], [-0.0022, -0.0010, -0.0168], [-0.0116, 0.0166, 0.0153], [-0.0042, -0.0196, 0.0266], [0.0206, 0.0468, 0.0517], [-0.0084, 0.0044, 0.0205], [0.0078, -0.0002, -0.0056], [0.0004, 0.0151, 0.0187], [-0.0021, -0.0146, -0.0383]], "lowdin_charge": [1.3047, -0.2174, -0.3445, 0.0008, -0.0682, -0.0897, -0.0383, -0.1543, -0.0607, -0.0958, -0.1637, -0.2207, -0.1271, -0.0733, -0.1589, -0.0497, -0.0996, -0.0700, -0.0297, -0.3682, -0.2150, 0.1099, 0.1043, 0.0982, 0.1133, 0.1373, 0.1272, 0.1214, 0.1259, 0.0626, 0.1435, 0.1173, 0.0995, 0.1072, 0.1189, -0.2642, 0.4512, -0.4097, -0.5181, -0.2335, -0.0424, -0.0536, -0.0577, -0.1328, -0.3000, 1.0314, -0.3269, -0.1462, -0.0837, -0.0809, -0.0648, -0.0759, -0.3047, -0.0796, -0.0630, -0.0786, -0.0760, -0.0880, 0.1207, 0.1102, 0.1108, 0.1190, 0.0887, 0.1095, 0.1050, 0.1051, 0.0769, 0.0585, 0.1063, 0.1037, 0.1055, 0.1015, 1.0258, -0.6119, -0.1196, -0.1529, 0.0532, -0.1515, -0.1091, 0.0980, 0.1048, 0.1045, 0.0877]}

(2)
{"formula": "C39H32MnN13O5", "method": "ωB97M-V/def2-TZVPD", "multiplicity": 6, "charge": 1, "lumo_energy_ev": [-2.212, -2.219], "orbital_gap_ev": [8.0, 8.0], "homo_ev": [-10.18, -10.19], "species": ["Mn", "C", "N", "C", "N", "C", "N", "C", "C", "C", "C", "C", "C", "C", "N", "N", "C", "O", "C", "C", "C", "C", "C", "C", "N", "C", "N", "C", "N", "C", "H", "H", "H", "H", "H", "H", "H", "H", "H", "H", "H", "H", "H", "H", "H", "H", "O", "C", "O", "C", "C", "C", "C", "O", "C", "O", "C", "C", "H", "H", "H", "H", "H", "C", "C", "N", "C", "C", "N", "C", "N", "N", "N", "C", "C", "C", "C", "C", "C", "H", "H", "H", "H", "H", "H", "H", "H", "H", "H", "H"], "xyz": [[-0.118007, -0.050853, -0.848873], [5.408208, -0.993853, -1.325168], [3.969052, -1.026226, -1.638755], [2.962865, -0.504777, -0.949803], [1.825481, -0.844382, -1.528309], [2.223754, -1.572807, -2.619861], [3.521647, -1.707960, -2.725530], [5.874121, -2.248924, -0.623850], [6.876754, -3.031042, -1.175003], [7.301011, -4.183077, -0.522012], [6.712644, -4.570612, 0.669432], [5.692075, -3.796729, 1.217017], [5.285127, -2.634828, 0.573773], [5.035900, -4.236938, 2.455679], [5.271911, -5.275728, 3.169644], [4.332637, -5.257941, 4.226218], [3.611414, -4.212244, 4.051263], [3.997990, -3.514372, 2.951304], [2.461382, -3.737273, 4.831069], [1.968073, -4.514812, 5.875947], [0.853820, -4.087159, 6.577561], [0.221516, -2.895133, 6.237590], [0.720306, -2.112873, 5.207529], [0.040515, -0.816528, 4.825090], [-0.348571, -0.782526, 3.402068], [0.324894, -0.274760, 2.379847], [-0.312782, -0.560807, 1.259455], [-1.418213, -1.262628, 1.683947], [-1.474475, -1.421123, 2.983260], [1.844383, -2.535824, 4.511794], [5.574741, -0.111251, -0.716763], [5.931397, -0.866206, -2.262438], [3.078030, 0.102357, -0.056936], [1.531617, -2.010375, -3.330174], [7.332907, -2.742915, -2.120795], [8.089947, -4.787365, -0.956150], [7.020288, -5.477594, 1.181102], [4.494042, -2.034944, 1.018691], [2.460307, -5.453085, 6.115156], [0.460662, -4.692248, 7.387030], [-0.668017, -2.576725, 6.779402], [0.688983, 0.037577, 4.992454], [-0.862163, -0.677441, 5.401726], [1.247117, 0.289387, 2.474723], [-2.173704, -1.647012, 1.006969], [2.248469, -1.937642, 3.699128], [-2.004990, 1.041448, -1.407587], [-2.532259, -0.101957, -1.499144], [-1.772991, -1.142885, -1.585458], [-3.999873, -0.282225, -1.396310], [-4.810721, 0.831673, -1.268969], [-6.200537, 0.706052, -1.152139], [-6.704720, -0.566601, -1.166598], [-8.005144, -0.947854, -1.068955], [-8.034626, -2.391577, -1.131784], [-6.666355, -2.810571, -1.268798], [-5.899073, -1.677204, -1.284860], [-4.544159, -1.580648, -1.400051], [-4.345116, 1.809990, -1.240693], [-6.850739, 1.571071, -1.047594], [-8.603809, -2.707201, -1.992800], [-8.452987, -2.789570, -0.219034], [-3.909116, -2.451951, -1.515017], [0.653647, 2.215659, -3.268653], [0.495211, 2.763437, -1.885999], [0.556216, 2.086503, -0.750462], [0.338104, 3.000216, 0.275307], [0.156830, 4.232250, -0.241249], [0.279759, 4.071538, -1.613543], [0.185070, 5.164182, -2.580947], [-1.037137, 5.887516, -2.445791], [-0.985533, 7.167513, -1.951682], [-2.177875, 7.640019, -1.974568], [-3.033215, 6.675810, -2.518167], [-4.404005, 6.731411, -2.777517], [-4.982224, 5.620382, -3.354394], [-4.223283, 4.467837, -3.654156], [-2.875049, 4.392879, -3.376775], [-2.303564, 5.544035, -2.818950], [0.588939, 1.149618, -3.249770], [1.623059, 2.480847, -3.698958], [-0.130274, 2.569644, -3.941105], [0.315590, 2.701545, 1.316943], [-0.037210, 5.199228, 0.214644], [0.275930, 4.753641, -3.574741], [0.982354, 5.870757, -2.416904], [-4.977769, 7.625320, -2.543629], [-6.041190, 5.627139, -3.587575], [-4.718894, 3.614135, -4.106921], [-2.306330, 3.487192, -3.574114]], "forces_ev_per_angstrom": [[-0.0983, 0.3496, -0.0976], [-0.3337, -0.2102, 0.0391], [0.8636, -0.0008, -0.1455], [0.2124, -0.1416, 0.0609], [-0.4419, 0.0378, -0.3890], [-0.3014, -0.1539, -0.0384], [-0.2606, 0.3356, 0.6974], [-0.1816, 0.0312, -0.0125], [0.1257, 0.0147, -0.1179], [0.0673, -0.0591, -0.0083], [0.0577, -0.1551, 0.0162], [-0.1115, -0.0170, 0.1408], [-0.0998, 0.0666, 0.1192], [-0.2315, 0.0032, 0.1784], [-0.3103, -0.1756, 0.5967], [0.5341, -0.1977, -0.4326], [0.1571, 0.0116, -0.2318], [-0.2359, 0.5677, -0.2281], [0.1455, -0.0383, -0.1152], [0.0294, -0.1452, 0.0745], [-0.0174, -0.0345, 0.0479], [-0.1011, 0.0018, 0.1330], [-0.0734, 0.0667, -0.1846], [0.0100, -0.1964, -0.3865], [-0.0859, -0.1815, 0.9089], [0.0186, -0.0455, 0.0620], [-0.5221, -0.1605, -0.3361], [0.0062, -0.0178, -0.0782], [0.6998, 0.3598, -0.2997], [0.0979, 0.0579, -0.1318], [0.0198, 0.1445, 0.1247], [0.0802, 0.0505, -0.1975], [0.0147, -0.1564, -0.2629], [0.1197, 0.1170, 0.1663], [-0.0872, -0.0583, 0.1740], [-0.0834, 0.0543, 0.0523], [-0.0250, 0.1298, -0.0787], [0.0888, -0.0777, -0.0752], [-0.0868, 0.1417, -0.0191], [0.0456, 0.0558, -0.0840], [0.1715, -0.0718, -0.1049], [0.1157, 0.1300, 0.0099], [-0.2186, 0.0625, 0.0993], [-0.2252, -0.1538, 0.0267], [0.1895, 0.0972, 0.1066], [-0.0612, -0.0565, 0.0797], [0.0099, -0.3120, -0.0366], [0.2232, -0.3404, 0.1372], [-0.1393, 0.4037, 0.2158], [0.1380, -0.1504, -0.1493], [-0.2408, 0.2350, 0.0877], [0.1047, 0.4262, 0.0173], [-0.5052, 0.0925, 0.0560], [-0.2615, -0.2340, 0.0195], [0.9392, 0.7134, -0.0475], [-0.1845, -0.0881, 0.0233], [0.0256, -0.5545, -0.0238], [0.2895, -0.1298, -0.1474], [-0.0598, -0.0620, -0.0519], [0.1426, -0.1822, -0.0249], [-0.1427, -0.0452, -0.3356], [-0.0707, -0.0592, 0.3326], [-0.0691, 0.1147, 0.0341], [0.0363, 0.6529, 0.1054], [0.0977, 0.3713, 0.3759], [0.0123, -0.1693, 0.0521], [0.0566, -0.5416, 0.0633], [0.1440, 0.2593, -0.3407], [-0.1604, 0.3076, -0.1151], [-0.2857, -0.2036, 0.3175], [0.7298, 0.0494, 0.0076], [-1.3846, -0.4818, -0.2383], [0.2859, -0.3386, -0.2058], [-0.0277, 0.7515, 0.3527], [-0.2935, 0.1117, -0.0481], [0.0164, 0.1477, 0.0316], [0.0368, -0.0697, 0.0656], [0.0387, -0.0417, -0.0550], [0.3574, -0.1641, 0.0428], [-0.0334, -0.7318, 0.0637], [-0.0612, 0.0381, 0.0418], [0.0418, 0.0190, 0.0939], [-0.0270, 0.0300, -0.2766], [0.0630, -0.3191, -0.2013], [0.0289, -0.1871, -0.2727], [0.2749, 0.2298, 0.0727], [0.1095, -0.1981, -0.0440], [0.1061, -0.0060, 0.0259], [0.0578, 0.0969, 0.0814], [-0.0963, 0.1768, 0.0387]], "lowdin_charge": [0.9160, -0.0569, -0.1047, -0.1395, 0.0025, -0.1664, 0.1511, -0.2008, -0.0217, -0.0434, -0.0029, -0.1277, 0.0247, -0.2895, 0.1377, 0.1384, -0.2891, 0.1115, -0.1287, -0.0029, -0.0433, -0.0205, -0.1992, -0.0539, -0.1046, -0.1399, 0.0154, -0.1500, 0.1572, 0.0238, 0.1327, 0.1262, 0.1429, 0.1284, 0.1217, 0.1160, 0.1245, 0.1163, 0.1247, 0.1157, 0.1220, 0.1329, 0.1262, 0.1441, 0.1222, 0.1152, -0.0570, -0.5925, -0.1148, -0.1498, -0.0118, 0.0309, -0.2178, 0.0452, -0.0860, 0.0380, -0.2052, 0.0763, 0.1141, 0.1269, 0.1346, 0.1346, 0.1346, 0.0145, -0.3430, 0.0114, -0.1106, -0.0229, 0.0049, -0.0607, -0.0735, 0.0671, 0.0810, -0.2239, -0.0042, -0.0739, -0.0727, -0.0023, -0.1718, 0.0508, 0.1002, 0.0816, 0.1002, 0.1333, 0.1321, 0.1393, 0.1214, 0.1071, 0.1100, 0.0998]}